1.
Ar2H22O11 | ωB97M-V/def2-TZVPD

Last column: Löwdin charge in e.
Positions of all 35 atoms, in Å:
1 Ar 0.61315 0.17987 -0.33602  0.286
2 Ar 1.32335 -0.47106 -4.13338  0.049
3 O 3.01910 1.67076 0.81270  -0.077
4 H 2.10856 1.89830 1.00082  -0.028
5 H 3.51710 2.45009 1.05941  0.059
6 O -2.16608 -1.40048 1.58428  -0.046
7 H -1.91527 -1.98927 0.87249  0.000
8 H -2.57264 -0.65317 1.14557  -0.011
9 O -0.98013 -3.21095 -0.52495  -0.056
10 H -1.14704 -2.52027 -1.16631  -0.040
11 H -0.26293 -3.72046 -0.90211  0.038
12 O -2.84099 1.22485 0.80049  -0.036
13 H -3.27965 1.79873 0.17243  0.069
14 H -3.44492 1.17376 1.54137  0.075
15 O 0.49748 -1.35511 2.93711  -0.046
16 H -0.39475 -1.46507 2.60836  -0.005
17 H 0.43188 -1.53666 3.87464  0.049
18 O -1.68447 1.26174 -3.42307  -0.062
19 H -2.07043 0.94246 -4.23876  0.050
20 H -0.99507 1.86376 -3.70330  0.043
21 O -0.56521 2.85092 0.94687  -0.073
22 H -1.11872 2.10572 0.71335  -0.028
23 H -0.62339 3.43849 0.19347  0.052
24 O 4.15859 1.18850 -1.78660  -0.078
25 H 3.76469 1.19793 -0.91425  -0.033
26 H 4.79737 0.47638 -1.75379  0.028
27 O -1.75905 -1.37355 -2.23198  -0.064
28 H -1.88676 -0.43146 -2.34334  0.002
29 H -2.63405 -1.71397 -2.04565  0.063
30 O 0.95621 1.63620 3.02229  -0.065
31 H 0.48759 2.24741 2.45391  -0.020
32 H 1.05964 0.84625 2.49170  -0.023
33 O 2.25040 -2.88301 0.50681  -0.057
34 H 1.57471 -2.35960 0.93777  -0.021
35 H 1.78156 -3.36793 -0.17236  0.006

Forces on the atoms, in the same order (eV/Å):
-0.1 -0.2 -0.1
0.0 0.0 0.0
0.4 -0.2 -0.4
-0.3 0.1 0.2
0.2 0.2 0.2
0.0 -0.2 0.5
0.3 -0.6 -0.3
0.1 0.3 -0.2
0.0 -0.6 0.7
0.2 0.6 -0.5
0.0 -0.2 0.0
0.0 -0.2 -0.3
-0.2 0.1 -0.3
-0.1 0.1 0.5
0.5 0.0 -0.2
-0.7 0.1 -0.3
0.1 0.0 0.2
-0.3 0.0 0.3
-0.1 -0.1 -0.3
0.3 0.1 0.0
0.3 0.5 0.0
-0.4 -0.4 0.2
0.2 0.3 -0.1
0.2 0.1 -0.6
-0.4 0.1 0.6
0.1 -0.2 0.0
-0.3 -0.2 -0.1
0.4 0.7 -0.1
-0.4 -0.2 -0.1
0.2 0.3 0.3
-0.3 0.3 -0.1
0.0 -0.6 0.2
0.4 -0.1 -0.2
-0.3 0.2 0.4
0.0 -0.1 -0.1

Computed properties:
Multiplicity ... 1
HOMO ... -10.4 eV
HOMO-LUMO gap ... 10.028 eV
Energy relative to the best compared isomer or geometry (same formula, charge and spin) ... 0.856 eV
Energy ... -51588.8753 eV

---

2.
C7H12N2O5 | ωB97M-V/def2-TZVPD

Last column: Löwdin charge in e.
Positions of all 26 atoms, in Å:
1 N 0.25168 1.57818 -0.58722  0.055
2 C -0.32798 0.70650 0.46034  -0.334
3 C -1.85371 0.69193 0.68895  -0.107
4 C -2.73583 0.53168 -0.66741  -0.062
5 C -3.72465 -0.61622 -0.30386  -0.487
6 O -4.93648 -0.32596 -0.07629  0.032
7 O -3.19944 -1.84398 -0.09039  0.084
8 C 0.21011 -0.63811 0.28962  -0.425
9 O -0.49067 -1.61897 0.14625  0.072
10 N 1.58659 -0.83857 0.12139  0.074
11 C 2.66335 0.03789 0.44111  -0.142
12 C 4.01556 -0.38654 -0.05983  -0.462
13 O 4.84728 0.53407 -0.20127  0.069
14 O 3.99937 -1.69425 -0.44579  0.091
15 H -0.16668 2.48919 -0.46257  0.078
16 H -0.02476 1.27950 -1.58795  0.129
17 H 0.00310 1.13805 1.47504  0.176
18 H -2.12519 1.64209 1.20869  0.129
19 H -2.15308 -0.15981 1.26898  0.101
20 H -2.11418 0.16264 -1.57191  0.137
21 H -3.35325 1.40970 -0.89675  0.110
22 H -2.21969 -1.69385 -0.06766  0.059
23 H 1.71541 -1.87601 0.28011  0.173
24 H 2.49024 0.98517 -0.10386  0.122
25 H 2.70633 0.36138 1.54638  0.164
26 H 4.93655 -1.85573 -0.80412  0.170

Forces on the atoms, in the same order (eV/Å):
-1.1 -0.6 -1.5
-0.4 2.2 1.6
-0.7 1.2 -2.3
0.7 -1.7 0.3
-3.7 1.6 0.9
4.1 -1.6 -1.0
-0.2 1.5 -0.3
2.6 -1.0 -1.0
-0.9 -0.6 0.2
-1.7 -2.4 1.0
-0.4 2.0 1.2
0.0 2.8 -0.5
-1.2 -4.0 0.2
3.3 1.2 -0.4
0.1 0.3 -0.1
0.4 0.4 2.3
0.3 -0.7 -1.4
0.0 -0.8 -0.4
0.3 -0.1 0.9
-0.8 0.9 1.4
0.5 -0.3 -0.1
-0.1 -0.7 -0.1
0.3 1.7 -0.5
0.0 -0.4 0.4
0.2 -0.7 -1.4
-1.8 0.0 0.5

Computed properties:
Multiplicity ... 1
HOMO ... -9.8 eV
SMILES ... N[C@@H](CCC(=O)O)C(=O)NCC(=O)O
HOMO-LUMO gap ... 10.021 eV
Energy relative to the best compared isomer or geometry (same formula, charge and spin) ... 1.615 eV
Energy ... -20671.2174 eV

---

3.
C3H4ClFS | ωB97M-V/def2-TZVPD

Last column: Löwdin charge in e.
Positions of all 10 atoms, in Å:
1 F -0.94804 1.60350 0.01269  -0.062
2 C -0.35127 0.32339 0.27011  -0.448
3 C -1.12913 -0.82130 -0.28436  -0.674
4 S -2.62993 -1.02568 0.07269  0.786
5 C 1.13142 0.43063 -0.20757  -0.554
6 Cl 2.06275 -1.03611 0.10778  0.588
7 H -0.34009 0.32459 1.40484  0.160
8 H -0.61672 -1.78366 -0.56751  0.059
9 H 1.57057 1.17756 0.41491  0.057
10 H 1.25044 0.80710 -1.22357  0.089

Forces on the atoms, in the same order (eV/Å):
0.4 -1.4 -0.3
1.3 1.8 0.6
1.8 -1.6 0.8
-2.8 0.0 0.1
-0.9 0.6 0.4
-0.1 -0.3 -0.2
0.0 -0.6 -1.3
0.2 1.6 -0.3
0.3 0.6 0.4
-0.2 -0.6 -0.1

Computed properties:
Multiplicity ... 1
HOMO ... -9.1 eV
SMILES ... F[C@@H](C=S)CCl
HOMO-LUMO gap ... 8.245 eV
Energy relative to the best compared isomer or geometry (same formula, charge and spin) ... 1.017 eV
Energy ... -29249.5798 eV

---

4.
C23H30AlN3 | ωB97M-V/def2-TZVPD

Last column: Löwdin charge in e.
Positions of all 57 atoms, in Å:
1 C 0.81101 1.76698 -1.79928  -0.123
2 H 1.36103 1.92719 -0.76380  0.154
3 H 1.37911 1.40979 -2.56638  0.046
4 H -1.14457 1.01107 -0.67182  0.090
5 C -0.07905 2.89980 -2.24386  -0.272
6 H -0.94683 2.56537 -2.80770  0.100
7 H -0.42362 3.47074 -1.38427  0.119
8 C 0.76948 3.79061 -3.16508  -0.081
9 H 0.17813 4.62404 -3.52917  0.086
10 H 1.64670 4.22809 -2.65537  0.096
11 H 1.13233 3.24902 -4.05412  0.082
12 C -0.92033 -1.66924 -1.31256  -0.258
13 C -1.57617 -0.78483 -2.26488  -0.198
14 C -0.66128 -0.56387 -3.36286  -0.170
15 C 0.58241 -1.21136 -3.06038  -0.167
16 C 0.42468 -1.91146 -1.80549  -0.195
17 C 1.30885 -3.00153 -1.33999  0.004
18 C 1.77181 -1.27408 -3.90917  0.013
19 C -0.93415 0.23737 -4.55753  0.004
20 C -2.95672 -0.30827 -2.14677  -0.007
21 C -1.60394 -2.43915 -0.23980  -0.001
22 Al 0.12592 0.29353 -0.84182  0.439
23 H 2.66836 -1.56354 -3.34080  0.099
24 H 1.64804 -2.02449 -4.70633  0.132
25 H 2.00097 -0.31695 -4.40308  0.109
26 H 2.37697 -2.78867 -1.52919  0.098
27 H 1.19803 -3.22878 -0.26312  0.098
28 H 1.05035 -3.92313 -1.90046  0.137
29 H -2.50955 -1.92848 0.13219  0.098
30 H -1.91383 -3.43004 -0.62567  0.123
31 H -0.94462 -2.61980 0.62666  0.092
32 H -3.09254 0.70126 -2.57260  0.106
33 H -3.65944 -0.98144 -2.67224  0.135
34 H -3.29000 -0.25560 -1.09543  0.100
35 H -0.14690 0.98268 -4.75384  0.100
36 H -0.99317 -0.40407 -5.44947  0.122
37 H -1.88455 0.78350 -4.48766  0.098
38 N -1.19609 1.54876 9.19749  0.198
39 C -0.89816 1.23208 8.10980  -0.149
40 C -0.50979 0.82927 6.78629  -0.202
41 C -1.30141 1.15653 5.66317  0.006
42 C -0.90666 0.77995 4.40210  -0.007
43 C 0.28344 0.07971 4.22686  -0.173
44 C 1.07690 -0.29544 5.34332  0.025
45 C 0.65763 0.09704 6.59985  0.000
46 N 0.77211 -0.24736 2.95786  0.031
47 C 1.97375 -0.87545 2.62773  0.022
48 C 2.05892 -0.94821 1.30439  -0.045
49 N 0.90230 -0.38829 0.78726  0.018
50 C 0.14823 0.00473 1.80901  -0.090
51 H -2.23532 1.72135 5.82279  0.144
52 H -1.52659 1.03899 3.51690  0.121
53 H 1.98285 -0.86431 5.19551  0.106
54 H 1.28040 -0.18351 7.47230  0.149
55 H 2.66164 -1.22804 3.38876  0.141
56 H 2.84228 -1.32364 0.62705  0.145
57 H -0.81939 0.55360 1.68470  0.152

Forces on the atoms, in the same order (eV/Å):
-0.1 2.1 2.5
-0.3 0.3 -2.0
2.2 -0.8 -1.8
-1.8 0.7 0.6
0.8 0.4 0.0
-0.1 -0.2 0.1
-0.2 0.0 0.0
0.4 0.3 -0.2
-0.1 0.1 0.0
-0.4 -0.3 -0.1
-0.1 0.1 0.3
1.4 0.0 -0.6
0.5 -1.1 -0.4
1.3 -0.3 0.9
-1.9 1.2 -0.5
-2.3 -0.6 0.8
0.7 -0.2 0.5
1.0 0.2 -0.3
-0.3 0.7 -0.8
-0.9 0.5 0.2
-0.2 -0.2 0.6
0.7 -3.4 0.6
-0.3 0.0 -0.2
-0.1 0.2 0.1
-0.2 -0.2 0.0
-0.5 -0.2 0.0
-0.1 0.1 -0.6
0.1 0.4 0.2
0.4 -0.2 -0.2
0.1 0.4 0.2
-0.2 0.0 -0.3
0.1 -0.5 0.0
0.3 0.2 0.1
0.2 -0.1 -0.5
-0.1 -0.3 0.0
0.0 0.1 0.2
0.2 -0.2 0.0
0.7 -0.7 -2.6
-0.7 0.7 2.5
-0.3 0.1 -0.8
-0.4 0.3 1.2
-0.1 0.0 -1.3
0.7 -0.2 2.6
-1.2 0.6 -1.1
0.9 -0.5 0.9
0.1 -0.5 -1.5
0.2 -0.1 2.0
0.2 0.0 -1.9
-0.5 0.8 -0.8
-0.6 0.8 0.0
0.6 -0.4 -0.2
0.4 -0.1 0.9
0.0 0.1 0.3
-0.6 0.3 -0.6
-0.2 0.2 -0.3
-0.5 0.2 0.8
1.1 -0.8 0.3

Computed properties:
Multiplicity ... 1
HOMO (spin up / spin down) ... -14.4 / -14.4 eV
Charge ... +2
HOMO-LUMO gap (spin up / spin down) ... 4.757 / 4.951 eV
Energy relative to the best compared isomer or geometry (same formula, charge and spin) ... 1.148 eV
Energy ... -35387.1432 eV